Computed, not measured: the molecule C6H11NO, with wB97M-V/def2-TZVPD.

- Total charge: 0
- 2S+1: 1
- Energy relative to the best compared isomer or geometry (same formula, charge and spin): 412.7 kJ/mol
- HOMO: -7.029 eV
- E: -9934.17747 eV

```
19
Properties=species:S:1:pos:R:3:forces:R:3
C 0.232 0.581 1.747 0.712 0.032 1.900
C 0.503 -0.571 -0.361 0.367 -0.008 -3.768
C -0.872 1.324 2.339 -2.579 0.282 1.020
C 0.533 1.474 -1.971 0.866 -2.517 0.180
C -0.553 -2.585 0.407 -1.711 1.525 -1.970
C 1.212 0.079 -1.576 -2.743 -0.771 -1.478
N 0.167 0.115 0.607 -0.357 -0.064 1.236
O 0.033 -1.821 -0.633 1.401 0.689 -0.576
H -0.691 2.374 2.442 0.513 0.763 -0.360
H -1.148 1.099 3.390 1.057 -0.497 -0.286
H -1.884 1.222 1.905 0.329 0.049 -0.738
H 1.074 1.916 -2.792 -0.140 -0.079 -0.663
H 0.807 2.067 -1.142 -0.626 1.088 1.067
H -0.528 1.302 -2.152 0.098 0.569 0.069
H -0.663 -3.512 -0.099 0.011 -1.232 0.261
H -1.594 -2.150 0.445 0.949 -0.540 1.309
H 0.117 -2.590 1.228 -0.098 -0.149 1.272
H 2.212 0.378 -1.350 0.969 -0.663 0.052
H 1.044 -0.701 -2.434 0.981 1.521 1.476
```
Forces are in eV/Å.

---

Computed, not measured: the molecule C3H7NO, with wB97M-V/def2-TZVPD.

- Total charge: 0
- 2S+1: 1
- Energy relative to the best compared isomer or geometry (same formula, charge and spin): 107.8 kJ/mol
- HOMO: -9.646 eV
- E: -6761.63285 eV

```
12
Properties=species:S:1:pos:R:3:forces:R:3
C 1.237 -0.169 1.407 0.136 -0.032 0.202
N 0.023 -0.415 0.656 -0.114 0.005 -0.034
C -0.217 0.325 -0.444 0.474 0.526 0.262
C -1.269 0.052 -1.469 0.297 0.584 -0.144
O 0.529 1.250 -0.773 0.448 0.080 0.991
H 1.922 0.371 0.749 -0.128 -0.134 0.190
H 1.686 -1.117 1.707 -0.048 0.087 0.053
H 1.051 0.450 2.290 0.054 -0.078 -0.052
H -0.643 -1.096 0.976 0.055 0.015 -0.138
H -0.558 0.633 -2.137 -1.826 -1.603 -1.295
H -2.136 0.706 -1.369 0.020 -0.031 0.342
H -1.625 -0.989 -1.592 0.632 0.581 -0.376
```
Forces are in eV/Å.

---

Calculated max |F| in order - 3.79, 2.75 eV Å⁻¹
Calculated frontier orbital gap in order - 0.2917, 0.3884 hartree